{
  "formula": "C3H6Br2O",
  "method": "ωB97M-V/def2-TZVPD",
  "species": ["C", "C", "O", "C", "Br", "Br", "H", "H", "H", "H", "H", "H"],
  "xyz": [[-0.63371, 0.50289, -0.04729], [0.80159, 0.52581, -0.67703], [1.48506, -0.69124, -0.70596], [0.89724, -1.74175, -1.47812], [2.24728, -3.25672, -1.58667], [0.42366, -1.13015, -3.26756], [-1.32393, 0.02051, -0.81469], [-0.70689, -0.11034, 0.95991], [-1.13018, 1.52911, -0.01593], [1.53215, 1.13833, -0.04281], [0.84315, 1.00187, -1.71460], [0.05391, -2.23520, -0.90466]],
  "forces_ev_per_angstrom": [[-0.957, -0.809, -0.604], [0.476, 2.605, 0.725], [-0.452, -2.645, -1.165], [0.719, -0.052, 1.710], [-0.844, 1.215, 0.067], [-0.099, -0.456, 0.332], [0.794, 0.060, 1.022], [0.251, 1.533, -2.017], [1.159, -1.133, 0.525], [-1.263, -0.555, -0.736], [-0.478, -0.574, 1.327], [0.693, 0.811, -1.185]],
  "lowdin_charge": [-0.095, -0.349, -0.294, -1.065, 0.569, 0.673, 0.063, 0.114, 0.086, 0.138, 0.089, 0.071],
  "de_lowest_ev": 0.919,
  "smiles": "CCOC(Br)Br",
  "energy_ha": -5341.12853,
  "homo_lumo_gap_ha": 0.3897,
  "e_lumo_ev": 0.322
}